Molecular formula: C8H14N5
Method: DFT, the ωB97M-V functional and the def2-TZVPD basis

Each line ends with the Löwdin charge.
Cartesian coordinates (Å):
C1 -1.6733 2.4995 -1.8137  -0.113
C2 -2.3110 3.2886 -0.8579  -0.046
C3 -1.1571 1.6983 0.0902  -0.313
C4 1.1651 1.4393 2.1179  -0.082
C5 -0.6360 0.7930 1.1215  -0.234
C6 1.9862 -1.9179 0.1263  -0.023
C7 -0.4806 -1.8366 -0.5608  -0.031
C8 0.5552 -1.4571 0.4305  -0.307
N1 -0.8960 1.5674 -1.2137  0.103
N2 -0.1031 1.5256 2.2094  0.139
N3 -2.0016 2.7031 0.3456  0.107
N4 1.6736 0.6524 1.0079  0.089
N5 0.5019 0.0886 0.4241  -0.073
H1 -1.9788 2.5936 -2.8427  0.110
H2 -3.0233 4.1480 -0.6343  0.152
H3 1.7968 2.0584 2.8057  0.156
H4 -1.3549 0.0456 1.4200  0.159
H5 2.2304 -1.7777 -0.9169  0.096
H6 2.7554 -1.5077 0.7058  0.059
H7 1.8500 -2.9529 0.2782  0.083
H8 -0.6055 -1.3078 -1.4806  0.092
H9 -1.3196 -1.6046 -0.0227  0.054
H10 -0.4784 -2.8705 -0.8871  0.112
H11 0.3140 -1.6330 1.5406  0.184
H12 -2.6361 2.9017 1.1181  0.180
H13 2.2400 1.0238 0.2039  0.188
H14 0.3403 0.3070 -0.6226  0.159

Cartesian forces (eV/Å) of the 3 atoms listed first:
C -1.7 2.3 0.1
C -1.0 0.1 1.0
C -0.6 0.2 -0.8

Results
- energy relative to the best compared isomer or geometry (same formula, charge and spin) (kJ/mol) = 209.34
- charge = +1
- gap between HOMO and LUMO (eV) = 9.87
- LUMO energy (eV) = -2.679

=====

Molecular formula: C8H14NO2PS
Method: DFT, the ωB97M-V functional and the def2-TZVPD basis

Each line ends with the Löwdin charge.
Cartesian coordinates (Å):
C1 -3.5199 1.6395 1.1971  -0.199
C2 -2.1860 1.3020 0.8741  -0.140
C3 -4.3765 1.3874 0.2265  -0.425
C4 -2.0150 0.6928 -0.3157  -0.471
C5 4.2497 -0.2940 -0.3568  -0.108
C6 2.9590 0.4996 -0.2529  -0.243
C7 1.6077 -0.2442 -0.6261  -0.276
C8 -0.7656 0.0341 -0.7799  -0.450
N1 0.4499 0.5224 -0.2672  -0.072
O1 -2.4836 -2.0588 -0.1189  -0.348
O2 -0.3637 -1.8954 1.1616  -0.190
P1 -1.0666 -1.6884 -0.2564  0.589
S1 -3.6189 0.6880 -1.1969  0.989
H1 -4.0293 2.1754 2.1009  0.145
H2 -1.3864 1.4206 1.4594  0.065
H3 -5.4637 1.3600 0.1943  0.068
H4 4.1992 -1.2284 0.1872  0.074
H5 4.5094 -0.4584 -1.3490  0.050
H6 4.9496 0.2866 0.1741  0.056
H7 2.9871 1.4496 -0.7680  0.094
H8 2.8565 0.8510 0.8464  0.127
H9 1.6580 -0.4230 -1.7571  0.147
H10 1.7410 -1.1761 -0.0622  0.092
H11 -0.6314 -0.1124 -1.8300  0.118
H12 -0.4913 -2.6671 1.7227  0.091
H13 0.4236 0.4727 0.8326  0.160
H14 -0.1928 -2.5356 -1.0401  0.057

Cartesian forces (eV/Å) of the 3 atoms listed first:
C -1.4 2.0 2.7
C -1.8 -0.6 -1.6
C -1.0 -1.5 -2.8

Results
- energy relative to the best compared isomer or geometry (same formula, charge and spin) (kJ/mol) = 0.00
- gap between HOMO and LUMO (eV) = 9.26
- LUMO energy (eV) = 0.595

=====

Molecular formula: C8H14NS
Method: DFT, the ωB97M-V functional and the def2-TZVPD basis

Each line ends with the Löwdin charge.
Cartesian coordinates (Å):
C1 1.1695 2.9173 -2.1399  -0.094
C2 1.3361 1.8288 -1.2440  -0.133
C3 -0.2143 3.1941 -2.0911  -0.434
C4 0.2645 1.5029 -0.4525  -0.576
C5 -1.6239 -1.0212 -0.7017  -0.016
C6 0.8156 -2.2562 2.1385  0.004
C7 0.1241 0.4841 0.6223  -0.141
C8 -0.2976 -1.0665 0.1749  -0.219
N1 -0.4966 -1.8387 1.4750  0.007
S1 -1.0913 2.3513 -0.9747  1.075
H1 1.8052 3.3042 -2.9170  0.108
H2 2.1956 1.3132 -1.2201  0.075
H3 -0.7521 4.0471 -2.5250  0.077
H4 -1.9723 -2.0009 -0.4609  0.064
H5 -2.2197 -0.1456 -0.4446  0.067
H6 -1.4622 -1.1344 -1.7321  0.075
H7 1.3856 -1.4832 2.7054  0.122
H8 0.7650 -3.1416 2.7228  0.095
H9 1.4791 -2.3829 1.3428  0.070
H10 -0.6858 0.9018 1.2093  0.100
H11 0.9763 0.5854 1.2724  0.106
H12 0.4818 -1.7062 -0.3943  0.175
H13 -0.9393 -2.7959 1.3524  0.195
H14 -1.0431 -1.4569 2.2817  0.197

Cartesian forces (eV/Å) of the 3 atoms listed first:
C -3.6 -1.1 0.3
C -1.3 1.6 0.0
C 1.2 2.4 -1.3

Results
- energy relative to the best compared isomer or geometry (same formula, charge and spin) (kJ/mol) = 177.28
- charge = +1
- gap between HOMO and LUMO (eV) = 8.44
- LUMO energy (eV) = -3.282

=====

Molecular formula: C8H14NS3
Method: DFT, the ωB97M-V functional and the def2-TZVPD basis

Each line ends with the Löwdin charge.
Cartesian coordinates (Å):
C1 2.0773 -1.9369 0.1189  -0.117
C2 0.9183 -1.9931 0.9350  -0.544
N1 -0.1294 -1.1539 0.7621  -0.148
C3 -1.1751 -1.3482 1.7612  -0.205
C4 -0.8836 -2.5605 2.6196  -0.338
S1 0.7564 -3.2500 2.1027  1.098
H1 2.1634 -1.2235 -0.6887  -0.003
H2 3.0525 -1.7587 0.7071  0.148
H3 2.2584 -2.9454 -0.4232  0.147
H4 -1.3716 -0.4960 2.4093  0.137
H5 -2.1542 -1.4403 1.2874  0.124
H6 -0.7091 -2.3330 3.7015  0.100
H7 -1.5745 -3.4183 2.4482  0.100
C5 -0.3859 2.9985 -1.6577  -0.269
C6 -1.5360 1.9878 -1.8300  -0.507
S2 -1.5318 0.3641 -1.0285  0.869
C7 -0.0480 0.2105 0.2838  -0.633
S3 1.4311 0.9249 -0.7343  0.869
C8 0.9472 2.2657 -1.8286  -0.500
H8 -0.4552 3.7762 -2.4172  0.120
H9 -0.4351 3.5216 -0.6861  0.120
H10 -2.4925 2.4469 -1.5542  0.073
H11 -1.5322 1.7369 -2.9185  0.089
H12 0.0557 0.8613 1.1870  0.099
H13 0.9563 1.8120 -2.8482  0.091
H14 1.7978 2.9512 -1.7086  0.081

Cartesian forces (eV/Å) of the 3 atoms listed first:
C 4.3 -1.6 -1.5
C -2.2 0.5 0.1
N 2.2 -1.0 1.3

Results
- energy relative to the best compared isomer or geometry (same formula, charge and spin) (kJ/mol) = 145.37
- charge = +1
- gap between HOMO and LUMO (eV) = 7.69
- LUMO energy (eV) = -4.191

=====

Molecular formula: C8H14O
Method: DFT, the ωB97M-V functional and the def2-TZVPD basis

Each line ends with the Löwdin charge.
Cartesian coordinates (Å):
C1 -1.4476 -0.1560 0.8515  -0.547
C2 -2.1052 -0.5569 -0.4550  -0.002
C3 -1.3918 1.3387 1.1034  -0.014
O1 -1.7822 -0.9485 1.9856  -0.018
C4 -0.3784 -1.0074 1.3515  -0.188
C5 0.4201 -1.9777 1.6426  0.063
H1 -0.1979 -2.4282 2.4868  0.118
H2 -0.9278 1.8649 0.2708  0.071
H3 -1.5811 -0.1039 -1.2957  0.079
H4 -3.1362 -0.2056 -0.4621  0.088
H5 -2.0962 -1.6390 -0.5702  0.090
H6 -0.8672 1.5540 2.0321  0.090
H7 -2.4130 1.7092 1.1865  0.086
H8 1.4307 -2.0870 1.3016  0.057
C6 1.8030 -0.2016 -2.1544  -0.099
C7 1.7407 0.3572 -0.7737  -0.242
C8 1.8961 1.6252 -0.4301  -0.009
H9 1.5341 -0.3560 0.0095  0.052
H10 0.8570 -0.6737 -2.4241  0.066
H11 2.5490 -0.9968 -2.2065  0.075
H12 2.0442 0.5663 -2.8873  0.073
H13 2.1786 2.3702 -1.1601  0.056
H14 1.8710 1.9526 0.5972  0.054

Cartesian forces (eV/Å) of the 3 atoms listed first:
C 0.8 0.7 -0.5
C 0.1 0.0 0.2
C -0.3 -0.2 0.0

Results
- energy relative to the best compared isomer or geometry (same formula, charge and spin) (kJ/mol) = 294.72
- gap between HOMO and LUMO (eV) = 10.49
- LUMO energy (eV) = 0.898

=====

Molecular formula: C8H14O10P
Method: DFT, the ωB97M-V functional and the def2-TZVPD basis

Each line ends with the Löwdin charge.
Cartesian coordinates (Å):
C1 4.9266 0.8070 0.0770  -0.078
C2 4.5677 -0.6648 0.1762  -0.288
O1 3.3443 -0.9484 -0.4754  -0.156
C3 2.2241 -1.0569 0.3967  -0.170
C4 0.9715 -0.7027 -0.3893  -0.167
O2 -0.0223 -1.6713 -0.0998  -0.123
O3 -0.7755 -1.8893 -1.3248  -0.156
P1 -2.3849 -2.1241 -1.0769  0.377
O4 -2.8779 -2.8903 -2.2228  -0.237
O5 -2.9891 -0.6389 -1.0830  -0.105
C5 -2.3101 0.4124 -0.4778  -0.228
O6 -3.2936 1.2372 0.1387  0.024
C6 -2.7771 2.3807 0.6831  -0.520
C7 -2.6854 3.5303 -0.2874  0.013
O7 -2.4793 2.4670 1.8404  0.141
O8 -2.4396 -2.7124 0.3378  -0.113
C8 -3.4351 -2.2269 1.4209  -0.769
O9 -4.5541 -2.1271 0.9860  0.037
O10 -2.8764 -2.0865 2.4613  0.053
H1 5.7505 1.0323 0.7566  0.070
H2 4.0767 1.4471 0.3051  0.074
H3 5.2762 1.0419 -0.9276  0.070
H4 4.5373 -0.9872 1.2206  0.113
H5 5.3346 -1.2586 -0.3242  0.114
H6 2.3641 -0.3851 1.2466  0.124
H7 2.1230 -2.0859 0.7489  0.135
H8 1.2105 -0.7449 -1.4517  0.131
H9 0.6184 0.3084 -0.1652  0.116
H10 -1.6163 0.0707 0.2879  0.129
H11 -1.8062 0.9930 -1.2587  0.137
H12 -3.6227 4.0845 -0.2600  0.090
H13 -2.4884 3.1917 -1.3009  0.077
H14 -1.8916 4.1973 0.0416  0.083

Cartesian forces (eV/Å) of the 3 atoms listed first:
C 0.3 -0.1 -0.1
C 0.0 0.0 -0.1
O 0.0 0.0 0.0

Results
- charge = -1
- gap between HOMO and LUMO (eV) = 8.10
- LUMO energy (eV) = 2.611

=====

Molecular formula: C8H14O2Si
Method: DFT, the ωB97M-V functional and the def2-TZVPD basis

Each line ends with the Löwdin charge.
Cartesian coordinates (Å):
C1 -1.8476 -1.4761 -0.5465  -0.492
C2 -1.4560 0.9913 -0.7315  -0.081
C3 -3.4367 0.2426 0.3540  -0.223
C4 -2.6250 1.3804 -0.1508  -0.056
C5 -0.8166 -0.4557 -0.8847  -0.216
C6 1.5240 -2.2026 -0.5848  -0.167
C7 0.7047 -0.0434 1.7537  -0.161
C8 1.8985 1.2070 -0.5921  -0.207
O1 -1.7063 -2.6550 -0.6039  0.128
O2 -3.0025 -0.9974 -0.0227  -0.002
Si1 0.9416 -0.4048 -0.0685  0.647
H1 -0.7638 -0.4497 -1.9133  0.095
H2 -0.9453 1.7848 -1.2348  0.080
H3 -3.4064 0.1792 1.4399  0.129
H4 -4.4537 0.1689 -0.1927  0.166
H5 -2.9292 2.4156 -0.0309  0.107
H6 0.6480 -2.7148 -1.0416  0.021
H7 2.1871 -2.3387 -1.4844  0.035
H8 2.1253 -2.7661 0.1047  0.005
H9 1.1270 0.9651 1.9524  0.043
H10 -0.3940 -0.0365 1.8740  0.038
H11 1.2112 -0.7815 2.3141  0.011
H12 2.7562 1.4462 0.1124  0.036
H13 2.4083 1.4491 -1.6072  0.050
H14 1.1579 2.0331 -0.4718  0.013

Cartesian forces (eV/Å) of the 3 atoms listed first:
C 0.2 1.1 1.6
C -1.2 0.4 0.5
C -1.9 1.0 -0.7

Results
- energy relative to the best compared isomer or geometry (same formula, charge and spin) (kJ/mol) = 273.82
- gap between HOMO and LUMO (eV) = 10.20
- LUMO energy (eV) = 0.745

=====

Molecular formula: C8H14O2Si
Method: DFT, the ωB97M-V functional and the def2-TZVPD basis

Each line ends with the Löwdin charge.
Cartesian coordinates (Å):
C1 0.6994 -0.0643 -0.2185  0.008
C2 1.9776 0.4605 0.0217  -0.322
C3 1.0449 -1.4249 -0.5255  -0.282
C4 3.1654 -0.4715 -0.0597  -0.194
C5 2.5749 -1.8317 -0.3726  -0.111
C6 2.1523 1.8691 0.4495  -0.079
C7 -4.3534 0.6671 -0.9372  -0.177
C8 -2.1551 0.7159 1.3660  -0.188
O1 0.2948 -2.4338 -0.8540  0.103
O2 -2.3263 -1.6151 -0.2918  -0.339
Si1 -3.0264 -0.3219 0.0135  0.602
H1 4.0124 -0.1853 -0.8438  0.149
H2 3.8435 -0.4262 0.8661  0.130
H3 2.7392 -2.6545 0.3345  0.117
H4 2.9484 -2.2468 -1.3269  0.117
H5 2.8891 2.3054 -0.2267  0.077
H6 2.6891 2.0071 1.4518  0.105
H7 1.1640 2.3553 0.4760  0.074
H8 -3.8290 1.6012 -1.1891  0.035
H9 -4.7291 0.1184 -1.8164  0.034
H10 -5.1536 0.8272 -0.2201  0.017
H11 -2.1567 1.8244 1.1022  0.049
H12 -2.7031 0.5207 2.2897  0.013
H13 -1.0976 0.5143 1.3864  -0.029
H14 -0.6645 -2.1104 -0.8752  0.091

Cartesian forces (eV/Å) of the 3 atoms listed first:
C 1.4 -0.8 -0.5
C -1.1 -0.7 0.5
C 2.0 -0.7 0.7

Results
- energy relative to the best compared isomer or geometry (same formula, charge and spin) (kJ/mol) = 385.71
- gap between HOMO and LUMO (eV) = 7.81
- LUMO energy (eV) = 0.210

=====

Molecular formula: C8H14O3
Method: DFT, the ωB97M-V functional and the def2-TZVPD basis

Each line ends with the Löwdin charge.
Cartesian coordinates (Å):
C1 -2.7189 0.0442 -0.9513  -0.023
C2 -1.5271 -0.1976 -0.0417  -0.609
C3 -1.9115 -0.1691 1.4555  -0.038
C4 -0.4938 0.8772 -0.2264  -0.120
C5 0.8661 0.3645 0.1681  -0.264
C6 2.1942 1.0146 -0.1592  -0.094
C7 3.2061 -0.1803 0.0439  -0.123
C8 1.1197 -1.0794 -0.3644  -0.346
H1 -3.1790 0.9330 -0.6107  0.081
H2 -2.4260 0.0265 -2.0177  0.098
H3 -3.3215 -0.8787 -0.9117  0.098
H4 -1.8807 0.8888 1.9705  0.108
H5 -0.9945 -0.8997 1.9340  0.149
H6 -2.9681 -0.6767 1.6744  0.116
H7 -0.7574 1.7366 0.3786  0.119
H8 -0.5235 1.1934 -1.3408  0.154
H9 0.6774 0.2383 1.2096  0.131
H10 2.5575 1.9412 0.4312  0.141
H11 2.0865 1.3434 -1.2320  0.126
H12 3.5998 -0.2811 1.0265  0.109
H13 4.0040 -0.2271 -0.6696  0.110
H14 1.0677 -1.1295 -1.5002  0.185
O1 2.4118 -1.3887 -0.0023  -0.053
O2 0.1087 -1.9383 0.1604  -0.019
O3 -1.1977 -1.5555 -0.4247  -0.033

Cartesian forces (eV/Å) of the 3 atoms listed first:
C 0.7 -2.1 -0.7
C -1.6 0.0 0.9
C 0.5 -2.0 2.3

Results
- energy relative to the best compared isomer or geometry (same formula, charge and spin) (kJ/mol) = 463.02
- gap between HOMO and LUMO (eV) = 10.39
- LUMO energy (eV) = 0.841

=====

Q: gap between HOMO and LUMO of number 4 (C8H14NS3)?
A: 7.69 eV

=====

Copy entry 6 word for word.
Molecular formula: C8H14O10P
Method: DFT, the ωB97M-V functional and the def2-TZVPD basis

Each line ends with the Löwdin charge.
Cartesian coordinates (Å):
C1 4.9266 0.8070 0.0770  -0.078
C2 4.5677 -0.6648 0.1762  -0.288
O1 3.3443 -0.9484 -0.4754  -0.156
C3 2.2241 -1.0569 0.3967  -0.170
C4 0.9715 -0.7027 -0.3893  -0.167
O2 -0.0223 -1.6713 -0.0998  -0.123
O3 -0.7755 -1.8893 -1.3248  -0.156
P1 -2.3849 -2.1241 -1.0769  0.377
O4 -2.8779 -2.8903 -2.2228  -0.237
O5 -2.9891 -0.6389 -1.0830  -0.105
C5 -2.3101 0.4124 -0.4778  -0.228
O6 -3.2936 1.2372 0.1387  0.024
C6 -2.7771 2.3807 0.6831  -0.520
C7 -2.6854 3.5303 -0.2874  0.013
O7 -2.4793 2.4670 1.8404  0.141
O8 -2.4396 -2.7124 0.3378  -0.113
C8 -3.4351 -2.2269 1.4209  -0.769
O9 -4.5541 -2.1271 0.9860  0.037
O10 -2.8764 -2.0865 2.4613  0.053
H1 5.7505 1.0323 0.7566  0.070
H2 4.0767 1.4471 0.3051  0.074
H3 5.2762 1.0419 -0.9276  0.070
H4 4.5373 -0.9872 1.2206  0.113
H5 5.3346 -1.2586 -0.3242  0.114
H6 2.3641 -0.3851 1.2466  0.124
H7 2.1230 -2.0859 0.7489  0.135
H8 1.2105 -0.7449 -1.4517  0.131
H9 0.6184 0.3084 -0.1652  0.116
H10 -1.6163 0.0707 0.2879  0.129
H11 -1.8062 0.9930 -1.2587  0.137
H12 -3.6227 4.0845 -0.2600  0.090
H13 -2.4884 3.1917 -1.3009  0.077
H14 -1.8916 4.1973 0.0416  0.083

Cartesian forces (eV/Å) of the 3 atoms listed first:
C 0.3 -0.1 -0.1
C 0.0 0.0 -0.1
O 0.0 0.0 0.0

Results
- charge = -1
- gap between HOMO and LUMO (eV) = 8.10
- LUMO energy (eV) = 2.611